No. 1
The following is a DFT calculation (ωB97M-V with the def2-TZVPD basis set) of a single C33H56N4O molecule in a non-equilibrium geometry.

```
94
Properties=species:S:1:pos:R:3:mulliken_charge:R:1
C 4.493 0.414 4.102 -1.041
C 5.015 -0.764 3.161 -0.424
C 3.799 -1.760 2.900 -0.094
C 4.381 -2.968 2.058 -0.764
C 3.344 -4.119 1.770 -0.797
C 1.904 -3.616 1.358 0.611
C 1.275 -4.415 0.139 -1.066
C -0.029 -3.707 -0.445 0.572
C -1.332 -4.524 -0.034 -1.036
C -2.009 -3.910 1.261 -0.682
C -2.623 -2.454 0.961 -0.102
C -4.194 -2.393 1.149 -0.527
C -4.910 -1.646 -0.057 -0.340
C -5.928 -0.504 0.412 -0.820
C -5.603 0.922 -0.242 -0.539
C -5.728 2.088 0.838 -0.793
C -4.494 3.088 0.689 -0.711
C -3.524 2.852 1.935 -0.605
C -2.020 3.249 1.537 -0.629
C -1.049 2.202 2.218 -0.695
C 0.154 1.793 1.284 0.315
N 1.089 2.756 1.113 -0.699
N 2.115 2.402 0.368 -0.029
C 2.063 1.137 -0.102 0.629
C 3.322 0.689 -0.950 -0.592
O 2.988 0.280 -2.283 -0.529
C 1.941 1.009 -2.848 0.411
C 0.801 0.206 -3.325 -0.373
C -0.364 0.771 -3.978 0.700
C -1.564 -0.061 -4.532 -1.146
C -0.413 2.225 -4.166 -1.057
C 0.716 3.047 -3.698 -0.647
C 1.893 2.458 -3.043 0.405
C 3.080 3.372 -2.610 1.111
C 4.294 3.131 -3.644 -1.199
C 2.683 4.919 -2.588 -1.665
N 1.113 0.189 0.036 0.131
N 0.086 0.539 0.779 -0.271
H 4.908 1.414 3.795 0.312
H 3.378 0.489 4.009 0.233
H 4.767 0.193 5.169 0.308
H 5.818 -1.370 3.661 0.333
H 5.453 -0.369 2.207 0.255
H 3.007 -1.231 2.310 -0.018
H 3.364 -2.081 3.884 0.349
H 5.216 -3.405 2.681 0.393
H 4.877 -2.602 1.113 0.268
H 3.765 -4.758 0.945 0.364
H 3.245 -4.801 2.662 0.296
H 1.955 -2.548 1.033 -0.554
H 1.245 -3.655 2.263 0.196
H 2.069 -4.419 -0.657 0.348
H 1.062 -5.468 0.454 0.288
H -0.096 -2.716 0.071 -0.483
H 0.059 -3.532 -1.545 0.396
H -1.048 -5.590 0.179 0.414
H -2.025 -4.506 -0.919 0.299
H -2.818 -4.574 1.676 0.497
H -1.225 -3.786 2.054 0.142
H -2.141 -1.720 1.667 0.003
H -2.265 -2.179 -0.066 0.142
H -4.389 -1.919 2.146 0.347
H -4.562 -3.454 1.166 0.259
H -4.106 -1.265 -0.734 0.030
H -5.536 -2.365 -0.660 0.325
H -6.952 -0.775 0.035 0.322
H -5.969 -0.464 1.528 0.438
H -6.288 1.171 -1.094 0.346
H -4.566 0.834 -0.668 0.199
H -5.757 1.625 1.862 0.395
H -6.657 2.697 0.691 0.453
H -4.794 4.166 0.680 0.329
H -3.894 2.850 -0.229 0.367
H -3.617 1.757 2.183 0.308
H -3.803 3.452 2.837 0.251
H -1.843 4.252 2.001 0.282
H -1.887 3.333 0.430 0.456
H -1.559 1.302 2.643 0.384
H -0.553 2.722 3.089 0.318
H 4.160 1.426 -0.889 0.321
H 3.690 -0.241 -0.423 0.166
H 0.831 -0.906 -3.192 0.284
H -2.048 -0.713 -3.765 0.199
H -2.292 0.606 -5.068 0.322
H -1.141 -0.735 -5.333 0.316
H -1.295 2.679 -4.684 0.224
H 0.616 4.139 -3.910 0.306
H 3.490 3.158 -1.596 0.173
H 4.981 2.380 -3.158 0.236
H 3.893 2.707 -4.594 0.254
H 4.807 4.117 -3.761 0.444
H 2.703 5.300 -3.639 0.378
H 1.643 5.001 -2.172 0.417
H 3.356 5.483 -1.892 0.356
```

Summary:
* charge: 0
* M: 524.84 g/mol
* LUMO level: -0.889 eV
* HOMO level: -0.3137 hartree

No. 2
The following is a DFT calculation (ωB97M-V with the def2-TZVPD basis set) of a molecular structure, C33H57BaN7O7P2Sb in a non-equilibrium geometry.

```
108
Properties=species:S:1:pos:R:3:mulliken_charge:R:1
Ba -0.088 0.303 -0.431 1.111
N -0.849 1.611 -2.798 0.183
C -1.325 2.987 -2.703 -0.924
C -0.550 3.729 -1.622 -1.130
N -0.769 3.219 -0.258 1.175
C 0.220 3.850 0.628 -0.774
C 0.268 3.307 2.045 -1.080
N 0.625 1.889 2.075 -0.193
C -2.150 3.470 0.186 -1.976
C -3.035 2.233 0.241 1.070
N -2.476 1.203 1.122 -0.412
H -1.331 1.107 -3.538 -0.070
H 0.140 1.618 -3.048 0.221
H -1.200 3.546 -3.636 0.596
H -2.394 2.975 -2.479 0.260
H 0.516 3.629 -1.846 0.582
H -0.790 4.802 -1.675 0.328
H 1.203 3.697 0.173 0.544
H 0.056 4.938 0.679 0.255
H 0.976 3.933 2.601 0.541
H -0.696 3.423 2.544 0.327
H 1.544 1.759 1.660 0.102
H 0.686 1.571 3.035 0.228
H -2.136 3.926 1.177 0.455
H -2.631 4.205 -0.470 0.348
H -4.039 2.555 0.543 0.576
H -3.136 1.788 -0.756 -0.862
H -2.211 1.600 2.016 0.188
H -3.171 0.488 1.305 0.190
N 1.644 -5.625 0.445 0.056
C 1.617 -4.121 0.179 -0.155
C 2.923 -3.454 0.620 -1.181
C 2.780 -2.565 1.866 -0.142
N 2.225 -1.254 1.518 -0.017
C 1.880 -3.248 2.896 -1.791
C 0.459 -3.551 2.379 0.553
N -0.507 -2.556 2.859 -0.487
C 0.401 -3.546 0.857 0.364
H 2.388 -6.070 -0.089 0.468
H 0.744 -6.017 0.152 0.079
H 1.778 -5.832 1.434 0.436
H 1.521 -4.057 -0.906 0.321
H 3.288 -2.862 -0.220 0.128
H 3.695 -4.206 0.813 0.453
H 3.780 -2.465 2.306 0.639
H 2.791 -0.775 0.824 -0.009
H 2.218 -0.667 2.345 0.187
H 1.814 -2.641 3.803 0.603
H 2.373 -4.178 3.204 0.368
H 0.177 -4.557 2.740 0.202
H -0.562 -2.579 3.871 0.311
H -1.436 -2.790 2.513 0.033
H 0.389 -2.521 0.501 -0.342
H -0.506 -4.029 0.491 0.009
O 4.471 0.782 -1.760 -0.580
P 2.894 0.574 -1.782 0.493
O 2.234 1.144 -3.001 -0.896
O 2.353 1.014 -0.450 -0.404
O 2.765 -1.042 -1.835 -0.391
P 1.596 -1.949 -2.564 0.532
O 1.404 -1.229 -3.958 -0.512
O 2.105 -3.329 -2.710 -0.879
O 0.357 -1.761 -1.697 0.463
H 4.860 0.759 -2.640 0.335
H 1.679 -0.290 -3.898 0.443
C -5.175 -3.834 -3.225 -1.018
C -5.808 -2.837 -2.294 0.424
C -7.198 -2.804 -2.185 -0.833
C -7.841 -1.902 -1.354 -0.798
C -7.099 -0.999 -0.609 -0.662
C -5.718 -1.019 -0.710 -0.373
C -5.061 -1.924 -1.541 0.985
Sb -2.924 -1.764 -1.546 0.056
C -2.510 -3.785 -0.893 0.638
C -1.800 -4.713 -1.646 -0.227
C -1.447 -5.954 -1.130 -1.180
C -1.803 -6.287 0.167 -0.750
C -2.518 -5.375 0.930 -0.480
C -2.879 -4.128 0.422 0.400
C -3.645 -3.190 1.315 -1.785
C -2.550 -1.731 -3.656 0.943
C -1.550 -2.505 -4.234 -0.348
C -1.280 -2.440 -5.592 -1.186
C -1.998 -1.570 -6.391 -0.866
C -2.955 -0.749 -5.817 -0.827
C -3.241 -0.805 -4.456 1.205
C -4.260 0.160 -3.909 -1.032
H -5.915 -4.231 -3.918 0.489
H -4.752 -4.671 -2.668 0.210
H -4.370 -3.386 -3.807 0.095
H -7.786 -3.499 -2.773 0.438
H -8.922 -1.901 -1.295 0.382
H -7.591 -0.284 0.039 0.453
H -5.137 -0.301 -0.133 0.225
H -1.527 -4.490 -2.663 0.634
H -0.927 -6.668 -1.760 0.466
H -1.560 -7.261 0.575 0.421
H -2.813 -5.637 1.940 0.470
H -3.739 -3.600 2.320 0.537
H -4.650 -3.018 0.928 0.287
H -3.158 -2.209 1.388 0.218
H -0.930 -3.138 -3.622 0.011
H -0.484 -3.044 -6.008 0.466
H -1.794 -1.504 -7.452 0.382
H -3.491 -0.038 -6.436 0.439
H -4.395 0.995 -4.597 0.566
H -3.957 0.573 -2.942 -0.373
H -5.231 -0.313 -3.761 0.343
```

Summary:
* charge: +1
* M: 984.90 g/mol
* LUMO level: -2.212 eV
* HOMO level: -0.3868 hartree

No. 3
The following is a DFT calculation (ωB97M-V with the def2-TZVPD basis set) of a molecular structure, C33H57BeN3O5Si in a non-equilibrium geometry.

```
100
Properties=species:S:1:pos:R:3:mulliken_charge:R:1
O 1.312 0.463 -3.692 -0.003
O 0.004 -1.063 -4.971 -0.049
C 0.994 1.789 -4.278 -0.141
C 1.891 2.857 -3.713 -1.531
H -0.059 1.953 -4.025 0.213
H 1.100 1.716 -5.367 0.430
H 1.768 2.952 -2.626 0.293
H 1.607 3.814 -4.166 0.430
H 2.944 2.670 -3.957 0.382
C 2.642 -0.096 -4.089 -0.398
C 2.903 -0.034 -5.571 -0.970
H 2.612 -1.126 -3.713 0.377
H 3.378 0.479 -3.519 0.529
H 2.093 -0.477 -6.168 0.008
H 3.810 -0.618 -5.774 0.438
H 3.086 0.993 -5.917 0.310
C 0.113 -2.489 -4.622 -0.137
C -1.074 -0.547 -5.815 0.024
C 1.069 -3.174 -5.564 -1.216
H -0.897 -2.917 -4.648 0.399
H 0.487 -2.501 -3.591 0.156
H 0.725 -3.098 -6.605 0.259
H 1.126 -4.237 -5.303 0.452
H 2.084 -2.755 -5.484 0.220
C -0.850 -0.959 -7.250 -1.350
H -1.034 0.543 -5.702 0.234
H -2.029 -0.904 -5.407 0.171
H 0.170 -0.707 -7.587 0.263
H -1.557 -0.416 -7.888 0.415
H -1.027 -2.034 -7.386 0.334
H 0.566 -0.282 -4.186 0.373
N -0.753 1.631 1.319 1.160
C -1.745 1.389 2.171 0.990
C -2.439 0.151 2.294 -1.031
C -2.160 -1.148 1.807 1.779
C -2.136 2.542 3.032 -1.747
H -2.586 3.349 2.432 0.251
H -1.261 2.969 3.547 0.241
H -2.847 2.194 3.779 0.554
C -3.183 -2.232 2.062 -1.796
H -2.737 -3.015 2.697 0.403
H -3.510 -2.713 1.116 0.149
H -4.055 -1.788 2.570 0.488
N -1.048 -1.446 1.119 1.246
C 0.037 2.826 1.257 -1.538
C -0.303 3.844 0.332 1.393
C -1.483 3.698 -0.575 -0.969
C 0.402 5.042 0.315 -0.701
H 0.078 5.820 -0.368 0.486
C 1.474 5.280 1.176 -0.868
H 2.026 6.226 1.182 0.346
C 1.814 4.294 2.080 -0.590
H 2.645 4.401 2.773 0.446
C 1.058 3.138 2.174 1.202
C 1.507 2.240 3.242 -1.954
C -0.448 -2.757 1.287 -0.954
C -0.524 -3.816 0.363 1.172
C -1.437 -3.718 -0.803 -0.890
C 0.156 -5.006 0.622 -0.860
H 0.013 -5.828 -0.070 0.458
C 0.974 -5.181 1.730 -0.791
H 1.524 -6.092 1.913 0.378
C 1.081 -4.161 2.668 -1.023
H 1.755 -4.182 3.528 0.390
C 0.263 -3.036 2.486 1.317
C 0.279 -2.019 3.533 -1.165
Be -0.277 0.087 0.591 -0.618
H -1.181 3.680 -1.634 0.288
H -2.174 4.545 -0.445 0.430
H -2.038 2.778 -0.378 -0.621
H 0.696 1.626 3.631 0.296
H 1.988 2.754 4.087 0.552
H 2.316 1.652 2.788 0.375
H -1.030 -4.316 -1.622 0.445
H -1.568 -2.688 -1.139 -0.628
H -2.427 -4.130 -0.557 0.313
H 0.509 -1.119 2.875 -0.022
H 1.061 -2.205 4.243 0.521
H -0.625 -1.701 4.070 0.247
H -3.342 0.230 2.895 0.160
C -1.260 0.184 -1.258 1.106
Si -3.104 0.225 -1.651 0.414
H -0.766 1.121 -1.596 -0.402
H -0.735 -0.614 -1.829 -0.307
C -3.626 1.455 -3.016 -1.161
C -4.224 0.778 -0.235 -1.090
C -3.822 -1.458 -2.160 -0.935
H -3.224 -1.961 -2.932 0.098
H -4.844 -1.357 -2.564 0.390
H -3.897 -2.137 -1.299 0.229
H -3.126 2.428 -2.916 0.230
H -4.708 1.665 -2.971 0.367
H -3.431 1.091 -4.035 0.238
H -3.811 1.644 0.296 0.202
H -4.361 -0.033 0.492 0.238
H -5.220 1.060 -0.610 0.541
O 1.743 0.182 4.318 -0.413
N 2.087 -0.518 3.359 0.707
O 3.187 -0.660 2.825 -0.534
O 1.066 0.053 1.167 -0.543
```

Summary:
* charge: 0
* M: 612.93 g/mol
* LUMO level (spin up / spin down): -0.123 / -0.233 eV
* HOMO level (spin up / spin down): -0.2270 / -0.2282 hartree

In Eh, the energy values for the records above are, in order, -1585.05037, -3150.35376, -2136.04465.